## P
The following is a DFT calculation (ωB97M-V/def2-TZVPD) of F3NO2S as an isolated structure.

Geometry as ORCA input:
```
! RIJCOSX wB97M-V def2-TZVPD def2/J DEFGRID3
* xyz 0 1
N -0.48256 0.73158 -1.04570
O 1.01849 -1.69679 -0.03949
O -0.09535 -0.26861 1.84567
F -1.35888 -0.27074 -1.45690
F -1.22085 1.47803 -0.17763
F 1.86256 0.45841 0.55261
S 0.58456 -0.48864 0.58668
*
```

**HOMO energy (alpha / beta)**: -11.08 / -11.28 eV
**HOMO-LUMO gap (alpha / beta)**: 8.97 / 9.05 eV
**Lowest unoccupied orbital energy (alpha / beta)**: -2.106 / -2.231 eV



## Q
The following is a DFT calculation (ωB97M-V/def2-TZVPD) of an isolated molecule of F3NO2S.

Geometry as ORCA input:
```
! RIJCOSX wB97M-V def2-TZVPD def2/J DEFGRID3
* xyz 0 1
O -1.19885 0.43714 -1.28671
S -0.06297 0.51767 -0.48216
O 1.24593 0.98747 -0.76716
F -0.63204 1.47870 0.89858
N -0.25993 -0.90412 0.42898
F 0.40053 -1.87358 -0.26974
F 0.50732 -0.64328 1.47821
*
```

**SMILES string**: O=S(=O)(F)N(F)F
**HOMO energy**: -12.62 eV
**HOMO-LUMO gap**: 12.73 eV
**Lowest unoccupied orbital energy**: 0.111 eV



## R
The following is a DFT calculation (ωB97M-V/def2-TZVPD) of F3NO2S as an isolated structure.

Geometry as ORCA input:
```
! RIJCOSX wB97M-V def2-TZVPD def2/J DEFGRID3
* xyz 0 1
N 1.36274 -0.22921 0.24587
O -0.98057 -0.44071 -1.68401
O -1.45914 1.03765 0.28112
F 1.83172 0.74870 -0.57453
F 1.29208 0.37964 1.45614
F -1.19931 -1.40961 0.59540
S -0.84751 -0.08647 -0.32000
*
```

**HOMO energy (alpha / beta)**: -11.19 / -11.28 eV
**HOMO-LUMO gap (alpha / beta)**: 8.99 / 9.01 eV
**Lowest unoccupied orbital energy (alpha / beta)**: -2.195 / -2.268 eV



Relative stability in kJ/mol, measured from the most stable structure: P 26.9; Q 0.0; R 18.8



## P
The following is a DFT calculation (ωB97M-V/def2-TZVPD) of a 19-piece molecular cluster, H38O19 overall.

Geometry as ORCA input:
```
! RIJCOSX wB97M-V def2-TZVPD def2/J DEFGRID3
* xyz 0 1
O -4.03799 0.17484 1.49558
H -4.48353 1.02071 1.37747
H -4.62452 -0.47047 1.08978
O -2.45050 0.96539 -4.25818
H -3.29108 0.90831 -3.79655
H -2.14310 0.05652 -4.31392
O 0.61747 -0.76506 0.74326
H 0.16898 0.09363 0.68142
H 0.97195 -0.72406 1.63375
O -0.43146 -0.65239 -4.74398
H 0.03513 0.17448 -4.68110
H 0.14114 -1.27850 -5.19188
O -2.63095 1.78378 3.39129
H -1.96603 1.28529 2.85048
H -3.26772 1.82644 2.67440
O 2.06450 4.30134 0.83562
H 1.54479 4.35266 0.01776
H 2.84882 3.94840 0.38713
O 3.85195 -2.35175 -0.18936
H 4.05866 -3.02489 0.47310
H 3.24271 -2.91481 -0.69221
O 0.46233 2.77162 -2.27567
H 0.88475 3.20760 -3.01509
H 0.70265 1.85548 -2.11611
O 1.75479 0.05529 -1.74792
H 1.23425 -0.18215 -0.95841
H 2.36859 -0.67966 -1.83786
O 3.45831 2.74589 -1.73349
H 2.60716 2.75958 -2.16199
H 3.70915 1.87417 -1.43577
O -3.19208 -0.95390 -2.34228
H -3.43572 -1.87986 -2.48617
H -2.45623 -0.97594 -2.96947
O -0.77324 0.04602 3.74897
H -1.49745 0.52378 4.16309
H -0.08464 0.72866 3.77342
O 1.42769 -3.96570 0.26521
H 0.80562 -3.34145 -0.05388
H 1.26821 -4.44046 1.06836
O 0.44540 2.63791 2.29802
H 1.08027 3.25120 1.90248
H -0.45767 2.93747 2.26435
O 1.88137 -2.56797 2.52742
H 1.15178 -2.11269 2.94928
H 2.70798 -2.08914 2.47791
O 3.37877 1.66816 0.78886
H 4.06833 1.03052 0.57429
H 2.83656 1.12803 1.37109
O -2.84640 -2.21341 0.04748
H -2.66152 -1.67815 -0.76948
H -1.90983 -1.96922 0.22833
O -1.27093 -4.55189 1.63936
H -1.85630 -4.38836 0.91777
H -1.70216 -4.10398 2.34326
O -1.13665 1.14145 0.27801
H -1.11233 2.06777 0.02156
H -2.06003 0.95346 0.47121
*
```

**HOMO energy**: -10.59 eV
**HOMO-LUMO gap**: 10.42 eV
**Lowest unoccupied orbital energy**: -0.171 eV



## Q
The following is a DFT calculation (ωB97M-V/def2-TZVPD) of a 19-piece molecular cluster, H38O19 overall.

Geometry as ORCA input:
```
! RIJCOSX wB97M-V def2-TZVPD def2/J DEFGRID3
* xyz 0 1
O 1.76951 3.80892 0.29110
H 0.93509 3.34670 0.45720
H 2.29545 3.36781 0.95821
O 3.32094 -1.84223 -2.43636
H 3.49897 -2.75832 -2.58064
H 2.67360 -1.39109 -1.88019
O -4.18284 -0.14948 -1.33432
H -4.43212 -0.97429 -1.84425
H -4.74240 -0.43835 -0.57668
O -2.12068 1.26893 -2.92451
H -1.65264 0.41992 -2.77917
H -2.92219 0.88235 -2.47784
O 0.14089 -0.41257 -3.00904
H 0.58402 -0.76731 -3.79387
H 0.56698 0.44403 -2.99120
O 0.60646 -2.61341 -1.00837
H 0.95763 -3.10852 -1.75512
H -0.37055 -2.69585 -1.14384
O -3.74535 1.17930 1.76798
H -3.88325 2.10574 1.98365
H -4.12725 0.62121 2.44709
O 4.15332 -2.42518 1.22585
H 3.66649 -1.98806 0.53583
H 3.69182 -2.46419 2.04926
O -1.05021 -0.87548 0.40081
H -0.94222 -0.14657 -0.24530
H -1.56098 -0.38838 1.03921
O -1.60819 3.18299 -0.58817
H -0.65586 3.23123 -0.61014
H -2.07981 2.60530 -1.20767
O 4.62899 0.78432 -0.12762
H 3.99837 1.05891 0.54622
H 4.93809 1.60078 -0.53437
O -2.32185 3.70445 1.96215
H -1.60369 4.36872 1.95965
H -2.10583 3.67731 0.98069
O 2.08658 1.25352 1.57114
H 2.80126 1.50094 0.95784
H 1.61641 0.50849 1.11160
O -1.46290 -2.25946 -3.36007
H -0.95766 -3.02076 -3.00414
H -1.99366 -1.81527 -2.65095
O 1.99325 0.82683 -1.60379
H 2.93598 0.66875 -1.60774
H 1.86481 1.80904 -1.70662
O 1.75674 -2.56344 1.48851
H 1.45194 -1.69043 1.19429
H 1.39469 -2.89990 0.59950
O -3.70037 -3.45995 0.72662
H -3.41773 -2.57983 0.35909
H -2.78099 -3.79390 0.80868
O 0.95247 0.15879 4.41094
H 1.55183 0.46045 5.09204
H 1.64539 -0.05576 3.66913
O -1.37635 -0.01551 2.80077
H -1.91801 0.76776 2.83836
H -0.76243 -0.01995 3.54856
*
```

**HOMO energy**: -10.04 eV
**HOMO-LUMO gap**: 9.65 eV
**Lowest unoccupied orbital energy**: -0.389 eV



Relative stability in kJ/mol, measured from the most stable structure: P 0.0; Q 182.6



## P
The following is a DFT calculation (ωB97M-V/def2-TZVPD) of a 2-piece molecular cluster, C11H15NO overall.

Geometry as ORCA input:
```
! RIJCOSX wB97M-V def2-TZVPD def2/J DEFGRID3
* xyz 0 1
C -0.66812 2.97188 0.92788
C 0.22334 1.95290 0.27633
C 0.57356 1.99260 -1.03386
N 1.24568 0.82249 -1.38170
C 1.40826 0.08187 -0.23356
C 1.79068 -1.26052 -0.14955
C 1.60485 -1.90733 1.04791
C 0.94154 -1.27981 2.11658
C 0.48278 0.01109 2.01790
C 0.67942 0.69880 0.80964
H -1.50383 2.54265 1.48490
H -1.08318 3.68947 0.22719
H -0.08794 3.50313 1.68827
H 0.27797 2.72066 -1.77436
H 1.93925 0.83896 -2.11706
H 2.26432 -1.74395 -0.98272
H 1.93465 -2.92475 1.17858
H 0.78289 -1.81635 3.02925
H -0.10009 0.45756 2.81024
C -1.38039 -2.12387 -1.59516
C -1.95412 -1.04480 -0.68113
O -3.18345 -0.62289 -1.30790
H -1.04245 -1.70419 -2.54931
H -2.14587 -2.85199 -1.75836
H -0.42156 -2.50092 -1.21530
H -2.16327 -1.49264 0.29648
H -1.25153 -0.22952 -0.55439
H -3.20143 0.35058 -1.33595
*
```

**SMILES string**: Cc1c[nH]c2ccccc12.CCO
**HOMO energy**: -8.14 eV
**HOMO-LUMO gap**: 8.92 eV
**Lowest unoccupied orbital energy**: 0.782 eV



## Q
The following is a DFT calculation (ωB97M-V/def2-TZVPD) of C11H15NO as an isolated structure.

Geometry as ORCA input:
```
! RIJCOSX wB97M-V def2-TZVPD def2/J DEFGRID3
* xyz 0 1
C 2.94065 -2.12176 0.10917
C 1.43936 -0.27551 -0.01994
C 2.50323 0.62321 -0.03814
C 1.91946 2.01824 0.03270
C 0.61362 2.42824 -0.13872
C -0.31111 1.49012 -0.20904
C -1.84018 1.78930 0.06115
C -2.54645 0.40575 0.53031
C -2.08967 -0.72310 -0.33454
C -0.68779 -1.08834 0.14698
C 0.02083 0.18907 -0.15693
H 3.12511 -1.81660 -0.94872
H 2.92696 -3.23568 0.62020
H 3.65443 -1.23303 0.82328
H 3.67990 0.62774 -0.01778
H 2.63534 2.84061 -0.27717
H 0.27591 3.59065 -0.14382
H -2.50898 2.50890 -0.65115
H -1.89226 2.68062 0.87236
H -3.57917 0.51878 0.85830
H -1.99601 0.51924 1.56129
H -2.35635 -0.22788 -1.40799
H -3.74928 -1.81667 -1.10432
H -3.67162 -1.82593 0.75035
H -0.09185 -1.93945 -0.32227
H -0.66462 -1.49343 1.21458
N -2.93626 -2.09842 -0.24529
O 1.62433 -1.67752 -0.00102
*
```

**HOMO energy**: -8.40 eV
**HOMO-LUMO gap**: 9.31 eV
**Lowest unoccupied orbital energy**: 0.915 eV



## R
The following is a DFT calculation (ωB97M-V/def2-TZVPD) of a 2-piece molecular cluster, C11H15NO overall.

Geometry as ORCA input:
```
! RIJCOSX wB97M-V def2-TZVPD def2/J DEFGRID3
* xyz 0 1
C 1.16851 1.99046 1.87290
C 1.34837 1.54096 0.44352
C 2.41600 1.40526 -0.41950
N 1.94269 1.14545 -1.70265
C 0.54783 0.96921 -1.68823
C -0.37682 0.61313 -2.84291
C -1.66210 0.35080 -2.45618
C -2.13279 0.50637 -1.12199
C -1.26107 0.83844 -0.08553
C 0.11303 1.11619 -0.40269
H 1.78538 2.74735 2.29418
H 1.53225 1.08057 2.30633
H 0.12830 2.07874 2.09360
H 3.42918 1.58460 -0.19586
H 2.56630 1.32066 -2.42191
H 0.13247 0.57841 -3.70116
H -2.36781 0.02365 -3.28433
H -3.14447 0.05247 -0.90365
H -1.52887 0.60017 0.97379
C -0.08443 -2.88096 0.80139
C -1.04903 -1.75570 1.19609
O -1.22242 -1.80667 2.58523
H 0.57659 -2.39743 0.02612
H -0.32669 -3.67640 0.16945
H 0.54216 -3.45495 1.43837
H -0.44585 -0.70646 1.07700
H -2.08351 -1.68325 0.78294
H -0.54319 -2.18107 3.16564
*
```

**SMILES string**: Cc1c[nH]c2ccccc12.CCO
**HOMO energy**: -7.82 eV
**HOMO-LUMO gap**: 8.66 eV
**Lowest unoccupied orbital energy**: 0.848 eV



## S
The following is a DFT calculation (ωB97M-V/def2-TZVPD) of a 2-piece molecular cluster, C11H15NO overall.

Geometry as ORCA input:
```
! RIJCOSX wB97M-V def2-TZVPD def2/J DEFGRID3
* xyz 0 1
C -1.16889 -2.40806 0.45847
C -0.81716 -1.28013 -0.31452
C -0.13280 -1.13679 -1.44568
N -0.21403 0.21854 -1.89045
C -0.89734 0.96952 -0.86500
C -1.17876 2.32194 -0.75288
C -1.71135 2.74841 0.43692
C -1.84588 1.90949 1.52408
C -1.55594 0.56880 1.36797
C -1.16146 0.04768 0.11536
H -0.47192 -3.09595 0.86667
H -1.76070 -3.08643 -0.10267
H -1.72438 -2.05786 1.38530
H 0.21283 -1.85981 -2.13697
H -0.12154 0.43768 -2.78035
H -0.84181 3.07077 -1.45837
H -2.03168 3.81215 0.46713
H -2.18667 2.25391 2.49941
H -1.34187 -0.18720 2.16938
C 2.52629 0.30315 0.02835
C 2.93192 -1.11501 -0.08878
O 3.14395 -1.87467 1.17533
H 1.41072 0.22146 0.16572
H 2.63842 0.98763 -0.80951
H 2.99541 0.97830 0.81055
H 2.25092 -1.74829 -0.70314
H 3.95176 -1.01449 -0.48288
H 3.43535 -2.81834 1.15450
*
```

**SMILES string**: Cc1c[nH]c2ccccc12.CCO
**HOMO energy**: -7.96 eV
**HOMO-LUMO gap**: 8.83 eV
**Lowest unoccupied orbital energy**: 0.870 eV



Relative stability in kJ/mol, measured from the most stable structure: P 0.0; Q 767.0; R 294.7; S 184.2